--- w ---
Density functional theory data (wB97M-V/def2-TZVPD) for a 2-piece molecular cluster, C5H15N2O overall.

Calculated values
total charge = +1
HOMO-LUMO gap = 8.422 eV
E_LUMO = -4.48 eV

Last column: Mulliken charge in e.
Positions of all 23 atoms, in Å:
C -1.25498 1.90149 0.77029  -0.391
O -0.85715 1.64417 -0.60097  -0.609
C -0.22208 1.31091 1.71320  -0.292
N -0.67252 1.59486 3.08081  -0.664
H -1.32439 2.97921 0.90912  0.325
H -2.22372 1.45912 0.98896  0.324
H -1.66648 1.65103 -1.11540  0.317
H -0.21263 0.22635 1.57777  0.159
H 0.78297 1.68865 1.48799  0.299
H -0.54760 2.58363 3.25516  0.254
H -0.01976 1.16737 3.72578  0.244
C 0.10913 -2.75143 -1.87198  -1.187
C 0.15324 -1.78338 -0.70460  -0.458
C 1.96277 -0.31934 -1.40835  -0.168
N 0.76061 -0.48354 -1.04969  0.151
H -0.36229 -2.31088 -2.74922  0.368
H 1.10212 -3.06068 -2.20400  0.385
H -0.42252 -3.63496 -1.52799  0.348
H -0.84661 -1.55552 -0.33743  0.327
H 0.68118 -2.17296 0.16697  0.391
H 2.31819 0.67525 -1.64484  0.293
H 2.62673 -1.17519 -1.46769  0.300
H 0.13580 0.36584 -0.99388  0.283

---

--- x ---
Density functional theory data (wB97M-V/def2-TZVPD) for a 2-piece molecular cluster, C5H15N2O overall.

Calculated values
total charge = +1
HOMO-LUMO gap = 6.415 eV
E_LUMO = -7.20 eV

Last column: Mulliken charge in e.
Positions of all 23 atoms, in Å:
C -1.53153 -0.43045 0.48921  -0.393
N -0.10411 -0.92543 0.54306  -0.221
C 0.97333 -0.09733 -0.09869  -0.522
C 2.26081 -0.45505 0.59982  -0.732
C 3.48307 0.25183 0.01319  -0.498
O 3.27677 0.33476 -1.39912  -0.521
C -1.63730 0.10695 -0.80436  -0.429
N -4.41993 0.55354 0.43107  -0.560
H -1.60561 0.28201 1.30952  0.286
H -2.15229 -1.28038 0.72190  0.482
H -0.10845 -1.90258 0.24543  0.309
H 0.63119 0.92281 0.11608  0.326
H 1.01330 -0.21570 -1.17787  0.380
H 2.44218 -1.52622 0.53680  0.365
H 2.14980 -0.22121 1.66032  0.349
H 3.60247 1.24423 0.45545  0.354
H 4.35663 -0.36921 0.18209  0.341
H 4.05147 0.76294 -1.78545  0.313
H -1.58866 -0.49662 -1.70963  0.284
H -1.77297 1.16316 -1.00212  0.438
H -3.68670 0.40264 -0.24259  0.155
H -4.30919 1.42647 0.92308  0.241
H -5.32429 0.46883 -0.00718  0.254

---

--- y ---
Density functional theory data (wB97M-V/def2-TZVPD) for an isolated ion of composition C5H15N2O and charge +1.

Calculated values
total charge = +1
SMILES = C[C@@H](O)CNCC[NH3+]
HOMO-LUMO gap = 10.897 eV
E_LUMO = -2.94 eV

Last column: Mulliken charge in e.
Positions of all 23 atoms, in Å:
C -0.02577 -2.73340 1.17152  -1.250
C 0.04527 -1.36279 0.51754  0.542
O 1.35648 -1.21719 -0.03303  -0.579
C -0.91296 -0.91273 -0.61174  -0.814
N -0.79346 0.52471 -1.00699  -0.242
C -0.99474 1.49529 0.05044  -0.525
C 0.29091 2.48453 -0.03929  -0.737
N 1.50973 1.70444 -0.40273  -0.184
H 0.49738 -3.49613 0.59035  0.317
H 0.23922 -2.57977 2.21924  0.329
H -1.08732 -3.10793 1.16431  0.326
H -0.01532 -0.60566 1.34820  0.010
H 1.45809 -1.72557 -0.84526  0.361
H -1.85674 -1.42979 -0.32653  0.369
H -0.71152 -1.47988 -1.55116  0.360
H -1.48998 0.66102 -1.73148  0.236
H -0.99831 1.14100 1.11480  0.212
H -1.90348 2.13119 0.05020  0.423
H 0.24036 3.11019 0.82169  0.423
H 0.07848 2.95008 -1.04315  0.372
H 1.14851 1.03695 -1.10675  0.384
H 1.73286 1.00519 0.33761  0.306
H 2.19232 2.40625 -0.68776  0.360

---

--- z ---
Density functional theory data (wB97M-V/def2-TZVPD) for an isolated ion of composition C5H15N2O and charge +1.

Calculated values
total charge = +1
SMILES = CN(CC[NH3+])CCO
HOMO-LUMO gap = 8.212 eV
E_LUMO = -4.27 eV

Last column: Mulliken charge in e.
Positions of all 23 atoms, in Å:
C 1.41984 0.63492 0.90286  -1.191
N 0.11633 0.23262 0.25448  0.270
C -1.04097 0.75708 0.91319  -0.874
C -1.78626 -0.40364 1.67087  -0.733
N -2.53821 -1.48183 1.05318  -0.288
C 0.11260 0.26660 -1.13086  -0.505
C 1.38975 -0.31002 -1.77998  -0.752
O 2.59550 0.48377 -2.03637  -0.448
H 1.94715 1.28769 0.38288  0.460
H 1.19655 1.06505 1.95732  0.417
H 1.93958 -0.25696 1.24426  0.316
H -1.78198 1.32480 0.36314  0.468
H -0.60006 1.53603 1.64260  0.451
H -0.95817 -0.87159 2.28464  0.316
H -2.40174 0.29908 2.42704  0.354
H -1.94896 -2.16576 0.60885  0.374
H -3.19946 -1.01955 0.33426  0.396
H -3.11254 -2.22833 1.77751  0.445
H -0.05612 1.19530 -1.70703  0.373
H -0.54122 -0.48273 -1.54614  0.228
H 1.82526 -1.26384 -1.22165  0.259
H 1.15320 -0.64020 -2.88628  0.340
H 2.15789 1.42576 -1.98049  0.323

---

In terms of stability, w leads; the second structure lies 0.0169 hartree higher.